{
  "formula": "BrClFHSi",
  "method": "wB97M-V/def2-TZVPD",
  "elements": ["Br", "H", "Si", "Cl", "F"],
  "coordinates": [[2.89, -1.25, -0.21], [0.64, 3.52, -0.74], [1.41, 0.28, 0.70], [1.78, 3.61, -0.46], [0.87, -0.33, 2.07]],
  "largest_force_ha_per_bohr": 0.08649,
  "e_tot_ev": -93177.9986,
  "e_above_lowest_ev": 2.488,
  "orbital_gap_ev": 8.93,
  "homo_energy_ha": -0.3534
}

=====

{
  "formula": "BrClFP",
  "method": "wB97M-V/def2-TZVPD",
  "elements": ["Br", "Cl", "P", "F"],
  "coordinates": [[-2.38, -0.38, 0.09], [2.78, -1.22, -0.07], [-0.31, 0.18, -0.47], [-0.08, 1.42, 0.45]],
  "largest_force_ha_per_bohr": 0.01676,
  "e_tot_ev": -94570.1025,
  "e_above_lowest_ev": 3.113,
  "orbital_gap_ev": [8.87, 5.29],
  "homo_energy_ha": [-0.4076, -0.3311]
}

=====

{
  "formula": "BrClH2N2",
  "method": "wB97M-V/def2-TZVPD",
  "elements": ["N", "N", "H", "Cl", "Br", "H"],
  "coordinates": [[1.08, 0.23, 1.05], [0.97, -0.04, -0.06], [-1.42, 0.20, -1.46], [0.52, 1.16, -1.34], [-2.92, -0.04, -1.13], [0.87, 1.16, 1.51]],
  "largest_force_ha_per_bohr": 0.07330,
  "e_tot_ev": -85575.1460,
  "e_above_lowest_ev": 0.110,
  "orbital_gap_ev": 10.35,
  "homo_energy_ha": -0.3834
}

=====

{
  "formula": "BrClHP",
  "method": "wB97M-V/def2-TZVPD",
  "elements": ["Br", "Cl", "P", "H"],
  "coordinates": [[-1.57, 1.05, -0.23], [0.34, -2.08, -0.25], [0.11, 0.41, 0.83], [1.13, 0.62, -0.35]],
  "largest_force_ha_per_bohr": 0.09283,
  "e_tot_ev": -91868.9359,
  "e_above_lowest_ev": 1.462,
  "orbital_gap_ev": 8.03,
  "homo_energy_ha": -0.3746
}

=====

Question: Number 3 is which compound?
Answer: BrClH2N2

=====

Copy entry 1 word for word.
{
  "formula": "BrClFHSi",
  "method": "wB97M-V/def2-TZVPD",
  "elements": ["Br", "H", "Si", "Cl", "F"],
  "coordinates": [[2.89, -1.25, -0.21], [0.64, 3.52, -0.74], [1.41, 0.28, 0.70], [1.78, 3.61, -0.46], [0.87, -0.33, 2.07]],
  "largest_force_ha_per_bohr": 0.08649,
  "e_tot_ev": -93177.9986,
  "e_above_lowest_ev": 2.488,
  "orbital_gap_ev": 8.93,
  "homo_energy_ha": -0.3534
}